C5H9NO as an isolated structure, computed with the ωB97M-V functional and the def2-TZVPD basis.

Each line ends with the natural charge from an NBO analysis.
Positions of all 16 atoms, in Å:
C 2.82 0.63 -0.33  -0.226
C 1.86 0.30 0.32  -0.206
C -0.88 0.28 -1.33  -0.101
C -1.35 0.09 1.14  -0.690
C -0.94 -0.42 -0.16  0.235
N -1.24 1.61 -1.44  -0.796
O -0.81 -1.83 -0.15  -0.688
H 3.83 0.40 -0.59  0.229
H -1.80 2.03 -0.36  0.326
H 0.93 0.45 0.67  0.189
H -0.32 -0.21 -2.18  0.220
H -2.37 0.34 1.13  0.233
H -1.26 -0.72 1.97  0.226
H -0.70 0.93 1.20  0.216
H -2.09 1.80 -1.97  0.373
H -0.38 -2.08 0.62  0.461

Summary:
DFT total energy ... -8862.9732 eV
Energy above the lowest of the compared OMol25 structures with the same formula, charge and spin ... 143.9 kcal/mol
Gap between HOMO and LUMO ... 8.7 eV
Molecular weight ... 99.13 g mol⁻¹